Entry from the Open Molecules 2025 dataset: C23H67AlF2N6O12S2 as an isolated structure at a distorted geometry (ωB97M-V/def2-TZVPD).

The geometry in XYZ format:
```
113
Properties=species:S:1:pos:R:3:forces:R:3:lowdin_charge:R:1
C 14.445 5.426 -11.763 -0.545 -0.712 0.480 -0.141
H 23.698 -8.621 -6.743 0.043 0.657 -0.162 0.083
H 33.377 -0.602 -19.257 -0.004 -0.243 0.013 0.111
O 17.110 -2.333 -10.753 0.838 -1.044 1.135 -0.192
C 20.696 11.169 -13.400 0.985 -0.704 1.260 -0.050
O 23.487 2.893 -14.138 -1.640 -2.012 1.165 -0.225
C 31.606 -0.630 -17.105 -0.391 -0.681 0.617 -0.022
H 13.587 5.920 -12.219 0.279 0.672 0.311 0.078
H 21.790 -1.231 -21.119 0.259 0.484 -0.609 0.079
H 34.396 -1.876 -17.120 -0.999 -0.523 -0.071 0.135
O 14.216 4.017 -11.988 0.863 0.144 -0.317 -0.152
H 26.345 -10.259 -10.070 0.092 -0.148 0.251 0.080
H 26.555 -8.872 -11.066 -0.243 0.143 -0.274 0.086
O 24.963 -9.441 -8.171 0.009 0.325 -0.383 -0.176
H 18.898 -5.547 -22.369 -0.550 0.528 0.266 0.080
H 21.261 -0.266 -19.824 -0.649 0.210 0.035 0.084
H 28.117 10.107 -12.857 -0.197 0.138 0.388 0.076
C 24.436 -9.397 -10.537 1.056 -0.674 -2.088 -0.332
N 33.315 0.170 -18.609 -0.385 0.312 0.415 0.128
H 19.961 12.620 -10.207 -0.769 -0.179 0.162 0.123
H 24.403 -9.180 -12.536 -0.541 -0.435 -0.417 0.078
H 14.550 5.574 -10.688 -0.476 0.390 0.090 0.074
C 19.900 9.817 -9.567 -0.722 2.051 1.033 -0.098
C 34.087 -1.002 -16.546 1.156 -0.423 0.700 -0.167
F 22.362 -1.109 -14.915 0.838 0.899 0.425 -0.209
H 16.007 -6.171 -10.417 0.226 -0.680 0.691 0.079
C 20.072 -3.096 -21.197 -0.760 0.735 1.255 -0.147
H 18.715 -1.762 -9.449 -0.058 -0.320 -0.037 0.085
H 16.542 6.905 -18.931 -0.036 0.067 -0.286 0.076
H 23.881 -10.335 -10.562 0.016 -0.105 0.289 0.143
C 16.868 -4.652 -11.486 0.461 -1.083 -1.109 -0.465
O 16.407 4.806 -18.907 0.018 0.344 0.426 -0.157
H 26.421 10.995 -14.794 0.022 0.037 -0.318 0.062
H 20.992 -3.380 -21.709 0.548 0.192 0.588 0.115
C 17.110 6.028 -19.241 -0.298 -1.109 -0.099 -0.135
H 35.075 -0.541 -16.539 0.033 0.994 0.176 0.134
H 15.391 5.809 -12.148 -0.116 -0.600 -0.613 0.075
C 16.787 -6.160 -11.178 -1.910 0.379 0.918 -0.046
H 20.874 9.329 -9.608 -0.233 -0.282 0.431 0.101
Al 16.156 -0.452 -15.914 0.102 0.030 0.023 0.991
C 19.490 -5.576 -21.454 1.995 0.437 -0.438 -0.052
H 17.217 5.894 -20.317 0.582 1.140 -0.051 0.080
H 17.992 -0.445 -10.343 -0.016 -0.361 -0.742 0.081
H 31.300 -0.599 -16.059 -0.053 0.390 0.093 0.084
H 17.123 -1.065 -9.044 -0.210 -0.533 0.279 0.085
H 18.621 -4.153 -11.713 1.374 0.388 -0.962 0.082
H 26.426 10.742 -12.645 0.146 -0.028 -0.026 0.077
O 33.800 -1.427 -15.211 -0.212 -0.239 -1.245 -0.152
H 23.222 -8.680 -8.948 -0.213 0.202 0.040 0.128
C 33.060 -0.114 -17.232 0.103 -0.569 0.730 -0.412
C 19.433 -4.335 -20.486 2.219 -0.965 -1.417 -0.444
H 13.448 3.773 -11.466 0.003 0.069 0.024 0.066
N 17.937 -4.446 -12.396 2.257 0.313 -0.026 0.064
O 27.184 10.438 -14.624 -0.485 0.097 1.167 -0.127
H 18.070 6.044 -18.723 -0.051 -0.158 -0.170 0.077
C 33.824 -0.460 -14.204 -0.468 0.177 1.065 -0.109
C 20.266 12.252 -12.365 -0.095 0.179 -0.523 -0.371
O 24.232 0.302 -14.128 -2.929 -0.187 0.635 -0.214
H 33.068 0.870 -16.765 -0.036 0.092 0.312 0.148
C 20.881 -0.811 -20.688 0.956 -1.992 0.190 -0.090
H 17.692 -6.682 -10.865 0.118 0.548 0.254 0.089
H 16.063 -3.941 -9.851 -0.088 0.651 0.986 0.121
N 23.974 -8.674 -11.774 0.372 -0.069 1.275 0.106
H 26.073 -10.467 -11.757 -0.510 0.287 -0.224 0.084
C 24.285 -8.705 -9.185 -0.013 -0.311 -0.374 -0.192
H 16.043 -4.337 -12.125 -1.114 0.009 1.085 0.140
H 15.739 4.764 -19.595 -0.223 -0.331 0.194 0.060
C 25.929 -9.756 -10.944 0.103 -0.189 1.786 -0.033
H 24.635 -9.866 -6.157 0.593 -0.349 -0.306 0.090
H 21.496 10.666 -12.857 0.267 -0.378 -0.018 0.072
O 22.604 -0.799 -12.607 0.365 0.498 0.538 -0.199
N 21.650 0.911 -14.048 1.273 3.443 0.542 -0.158
O 22.520 2.137 -11.900 0.502 -0.764 -2.983 -0.228
H 24.635 -7.683 -9.334 0.266 0.329 0.522 0.131
H 19.789 10.628 -8.847 1.130 -0.302 1.181 0.085
H 30.934 -0.045 -17.732 -0.040 0.170 0.251 0.081
N 21.136 13.447 -12.603 -1.305 -0.677 0.580 0.077
H 25.466 -8.329 -6.433 -0.060 0.162 -0.297 0.092
H 16.314 -6.791 -11.930 0.251 0.457 -0.637 0.083
H 20.506 -5.546 -21.849 0.300 -0.318 -0.136 0.065
H 31.441 -1.676 -17.364 0.533 -0.086 -0.388 0.091
H 32.485 0.726 -18.752 0.354 0.532 -1.552 0.093
H 18.237 -5.347 -12.739 0.280 0.034 -0.475 0.079
H 20.915 14.144 -11.906 0.339 0.171 0.620 0.077
C 20.319 11.811 -10.845 0.739 -0.490 -2.101 -0.175
H 17.785 -3.941 -9.482 0.465 -0.317 -0.544 0.135
H 20.352 -0.204 -21.423 -0.257 -0.057 0.184 0.087
C 17.052 -3.755 -10.268 -2.325 1.818 -0.730 -0.135
F 21.225 3.255 -13.547 0.621 -1.138 -0.108 -0.204
H 19.997 -4.547 -19.578 0.341 -0.048 -0.105 0.140
H 19.402 -6.588 -21.059 -0.347 0.310 0.645 0.077
C 24.712 -9.010 -6.828 -0.803 -0.426 -0.064 -0.077
H 19.239 12.558 -12.566 -0.420 -0.050 -0.068 0.134
H 19.436 -2.761 -22.016 -0.451 0.063 -0.033 0.123
H 33.683 -0.959 -13.245 0.295 -0.442 -0.121 0.094
C 17.773 -1.394 -9.854 -0.559 -0.201 -0.156 -0.085
H 21.217 11.478 -14.306 -0.441 0.807 0.045 0.073
H 34.755 0.102 -14.121 0.109 0.109 -0.405 0.099
O 20.194 -1.991 -20.212 -0.289 -0.757 -1.037 -0.208
H 21.393 11.807 -10.659 0.325 -0.776 0.414 0.121
S 22.456 2.206 -13.368 -1.918 6.992 1.901 0.594
H 26.751 9.044 -13.167 -0.215 0.014 0.282 0.071
H 32.958 0.202 -14.203 0.004 0.441 -0.583 0.086
H 20.762 13.889 -13.431 0.411 -0.063 -0.656 0.083
H 17.671 -4.965 -19.844 0.181 -0.305 0.803 0.084
O 19.659 10.543 -10.733 -0.038 1.179 -1.933 -0.190
H 17.643 -4.018 -21.020 -0.552 0.841 -0.300 0.082
C 27.085 10.080 -13.207 0.727 -0.257 -1.491 -0.122
S 22.844 -0.023 -13.787 2.826 -7.788 -2.132 0.475
H 20.025 10.356 -13.678 -0.528 0.470 0.337 0.076
H 19.005 9.270 -9.269 0.363 -0.955 -0.762 0.093
N 18.115 -4.105 -20.132 -2.991 0.675 0.167 0.039
H 24.407 -7.768 -11.880 -0.157 0.616 0.432 0.085
```
Positions in Å, forces in eV/Å.

Summary:
* total energy: -3385.20739 a.u.
* total charge: +2
* gap between HOMO and LUMO: 0.033 Eh
* lowest unoccupied orbital energy: -11.2 eV
* spin multiplicity: 1